(1)
{"formula": "C44H24F5NO4S", "method": "ωB97M-V/def2-TZVPD", "lumo_ev": -1.100, "orbital_gap_ha": 0.25112, "total_energy_ev": -80107.4174, "molar_mass_g_mol": 757.7, "spin_multiplicity": 1, "species": ["C", "C", "C", "C", "C", "C", "C", "C", "F", "F", "C", "F", "F", "F", "C", "N", "C", "C", "C", "C", "C", "C", "S", "H", "H", "H", "H", "H", "H", "H", "H", "O", "C", "C", "C", "C", "C", "C", "C", "C", "O", "C", "C", "C", "C", "C", "C", "H", "H", "H", "H", "H", "H", "H", "H", "O", "C", "C", "C", "C", "C", "C", "C", "C", "O", "C", "C", "C", "C", "C", "C", "H", "H", "H", "H", "H", "H", "H", "H"], "xyz": [[-1.5991, -5.0390, 0.3324], [-1.0680, -3.9752, -0.2583], [-0.0203, -2.7741, -0.5363], [1.1056, -2.8720, -1.6567], [2.0782, -1.6404, -1.7947], [2.0415, -0.3198, -0.9382], [0.8876, -0.2409, 0.1756], [0.6544, 1.0182, 1.1404], [1.7961, 1.2404, 2.0326], [-0.4835, 0.8304, 2.0332], [0.2985, 2.3844, 0.2925], [-0.8334, 3.0448, 0.9319], [-0.1496, 1.9828, -1.0082], [1.4786, 3.2029, 0.2709], [-0.1164, -1.4625, 0.3305], [2.9282, 0.8608, -1.0813], [4.3124, 0.5146, -1.5002], [5.4958, 1.4574, -0.9655], [7.0075, 1.2262, -1.3737], [7.3661, 0.0191, -2.3390], [6.2521, -0.9656, -2.8946], [4.7454, -0.6592, -2.4523], [3.4076, -1.7622, -3.1129], [-2.0177, -5.9878, 0.8540], [1.1973, -3.8069, -2.3443], [-0.9759, -1.4161, 1.1147], [3.0312, 1.2434, -0.1100], [5.2568, 2.3557, -0.2940], [7.7942, 1.9806, -0.9663], [8.4485, -0.1688, -2.6697], [6.4759, -1.8518, -3.6099], [-2.0541, -6.3931, 4.0411], [-2.9556, -6.0826, 4.8033], [-3.3578, -4.6663, 4.9529], [-2.7136, -3.6815, 4.1997], [-3.1129, -2.3527, 4.3054], [-4.1558, -2.0024, 5.1607], [-4.7878, -2.9786, 5.9253], [-4.3855, -4.3121, 5.8273], [-5.0512, -5.3397, 6.6573], [-5.9125, -5.0223, 7.4617], [-4.6629, -6.7576, 6.4933], [-5.3096, -7.7412, 7.2455], [-4.9746, -9.0810, 7.0739], [-3.9947, -9.4429, 6.1516], [-3.3385, -8.4636, 5.4109], [-3.6681, -7.1172, 5.5845], [-1.9034, -3.9480, 3.5267], [-2.6140, -1.5890, 3.7158], [-4.4752, -0.9671, 5.2331], [-5.5967, -2.6981, 6.5940], [-6.0778, -7.4662, 7.9626], [-5.4812, -9.8446, 7.6567], [-3.7405, -10.4894, 6.0112], [-2.5734, -8.7532, 4.6960], [3.0272, 5.6788, -3.3262], [2.0266, 5.9092, -3.9858], [0.6860, 5.5675, -3.4606], [0.5666, 4.9962, -2.1916], [-0.6929, 4.7083, -1.6738], [-1.8357, 4.9907, -2.4195], [-1.7190, 5.5438, -3.6914], [-0.4569, 5.8275, -4.2169], [-0.3421, 6.3985, -5.5765], [-1.3384, 6.5753, -6.2594], [0.9962, 6.7586, -6.0938], [1.1142, 7.3319, -7.3622], [2.3654, 7.7048, -7.8438], [3.5016, 7.5074, -7.0615], [3.3888, 6.9231, -5.8029], [2.1351, 6.5423, -5.3184], [1.4532, 4.7789, -1.6034], [-0.7847, 4.2702, -0.6886], [-2.8187, 4.7776, -2.0099], [-2.6137, 5.7567, -4.2696], [0.2318, 7.4930, -7.9751], [2.4546, 8.1541, -8.8285], [4.4767, 7.8073, -7.4339], [4.2794, 6.7694, -5.2000]]}



(2)
{"formula": "C44H25Cl5IN8O3S2Y", "method": "ωB97M-V/def2-TZVPD", "lumo_ev": 3.419, "charge": -2, "orbital_gap_ha": 0.20858, "total_energy_ev": -157529.2664, "molar_mass_g_mol": 1170.9, "spin_multiplicity": 1, "species": ["Y", "C", "C", "C", "C", "C", "C", "C", "C", "C", "C", "C", "C", "C", "C", "C", "N", "H", "H", "H", "H", "H", "H", "H", "H", "H", "H", "C", "O", "C", "C", "C", "C", "C", "C", "N", "N", "C", "C", "C", "C", "O", "C", "N", "C", "C", "C", "C", "H", "H", "H", "H", "H", "H", "H", "H", "H", "H", "H", "H", "Cl", "C", "C", "Cl", "C", "Cl", "C", "O", "C", "Cl", "C", "Cl", "S", "C", "S", "C", "C", "N", "C", "N", "I", "C", "C", "N", "N", "C", "H", "H", "H"], "xyz": [[0.1166, 0.0826, 0.3505], [-2.4073, 3.3052, 2.3837], [-3.4869, 2.6228, 2.9235], [-3.5831, 1.2588, 2.7418], [-2.6058, 0.5525, 2.0242], [-1.5370, 1.2372, 1.3863], [-1.4807, 2.6230, 1.6123], [-2.6120, -0.9203, 2.0123], [-3.4289, -1.6474, 2.9204], [-3.3603, -3.0054, 2.9919], [-2.4811, -3.6989, 2.1321], [-2.3452, -5.0992, 2.1384], [-1.4808, -5.7234, 1.2816], [-0.7264, -4.9599, 0.3806], [-0.8289, -3.5945, 0.3564], [-1.7047, -2.9153, 1.2352], [-1.7714, -1.5628, 1.2048], [-2.2943, 4.3699, 2.5535], [-4.2437, 3.1504, 3.4950], [-4.4449, 0.7539, 3.1627], [-0.6565, 3.1978, 1.1922], [-4.0882, -1.1172, 3.5881], [-3.9562, -3.5550, 3.7128], [-2.9442, -5.6714, 2.8344], [-1.3773, -6.8008, 1.2949], [-0.0495, -5.4617, -0.2965], [-0.2201, -3.0172, -0.3204], [-4.2184, 3.0497, -7.6918], [-3.1279, 2.1787, -7.5778], [-1.9060, 2.6932, -7.2084], [-0.9417, 1.7513, -6.8469], [0.3111, 2.1460, -6.4450], [0.6611, 3.5056, -6.4215], [-0.3042, 4.4352, -6.8231], [-1.5775, 4.0433, -7.1905], [1.9599, 3.9264, -6.2355], [2.7975, 3.4896, -5.4152], [2.5599, 2.7622, -4.2915], [3.6210, 1.9407, -3.8764], [3.5326, 1.1003, -2.7968], [2.3629, 1.0133, -1.9990], [2.2548, 0.2349, -1.0077], [1.2763, 1.9212, -2.3562], [0.2067, 1.9278, -1.5388], [-0.7490, 2.8092, -1.7504], [-0.6674, 3.7981, -2.7311], [0.4217, 3.8207, -3.5647], [1.3975, 2.8154, -3.4540], [-5.0877, 2.4122, -7.8519], [-4.1107, 3.7361, -8.5409], [-4.3648, 3.6324, -6.7768], [-1.2089, 0.7058, -6.8804], [1.0468, 1.4034, -6.1716], [-0.0470, 5.4840, -6.8198], [-2.3009, 4.7979, -7.4686], [4.5123, 1.9492, -4.4890], [4.3683, 0.4652, -2.5364], [-1.6044, 2.7772, -1.0867], [-1.4434, 4.5442, -2.8087], [0.5485, 4.6303, -4.2683], [-4.1763, -3.4600, -5.1610], [-2.9615, -2.8322, -4.1181], [-3.2288, -1.7262, -3.3160], [-4.7928, -1.0163, -3.3417], [-2.2522, -1.2130, -2.4901], [-2.5710, 0.1056, -1.4238], [-0.9383, -1.7601, -2.4045], [-0.0537, -1.2962, -1.6364], [-0.7293, -2.9116, -3.2218], [0.8049, -3.6803, -3.0942], [-1.7080, -3.4341, -4.0408], [-1.4050, -4.8547, -4.9602], [1.9648, 1.6356, 1.8098], [1.3578, 1.1705, 3.3659], [0.3208, -0.1792, 3.4782], [1.7472, 1.8895, 4.4936], [1.2663, 1.6004, 5.7710], [0.8924, 1.4068, 6.8464], [2.6337, 2.9635, 4.4068], [3.3728, 3.8502, 4.3905], [3.5981, -4.0831, 4.2368], [2.9466, -2.8132, 2.7208], [3.7104, -1.8962, 2.0271], [2.8923, -1.3478, 1.1249], [1.6589, -1.8447, 1.1983], [1.6712, -2.7457, 2.1677], [4.7398, -1.6223, 2.1335], [3.0716, -0.6141, 0.4323], [0.7946, -3.2894, 2.4592]]}



(3)
{"formula": "C44H28BrF3IN3O3PS2Tl", "method": "ωB97M-V/def2-TZVPD", "lumo_ev": 3.686, "charge": -2, "orbital_gap_ha": 0.24047, "total_energy_ev": -178645.2899, "molar_mass_g_mol": 1210.0, "spin_multiplicity": 1, "species": ["Tl", "S", "C", "S", "C", "C", "N", "C", "N", "Br", "C", "C", "C", "C", "C", "C", "I", "H", "H", "H", "H", "F", "C", "F", "F", "C", "C", "C", "C", "C", "C", "C", "C", "H", "H", "H", "H", "N", "P", "C", "C", "C", "C", "C", "C", "C", "C", "C", "C", "C", "C", "C", "C", "C", "C", "C", "C", "H", "H", "H", "H", "H", "H", "H", "H", "H", "H", "H", "H", "H", "H", "H", "O", "C", "C", "C", "C", "C", "C", "C", "O", "O", "H", "H", "H", "H", "H"], "xyz": [[-0.0965, -0.0210, -0.2876], [0.3497, 0.0964, 2.3728], [1.8350, -0.6790, 2.0025], [2.2781, -0.9284, 0.3461], [2.7203, -1.0703, 2.9973], [4.0060, -1.5390, 2.7099], [5.0979, -1.8779, 2.5534], [2.4518, -1.0358, 4.3679], [2.3189, -1.0648, 5.5137], [0.4207, -2.5908, -6.2365], [0.1594, -0.7465, -5.8792], [0.0614, 0.1068, -6.9633], [-0.1855, 1.4511, -6.7469], [-0.3255, 1.9232, -5.4514], [-0.2063, 1.0621, -4.3775], [0.0351, -0.2915, -4.5739], [-0.0989, -1.6386, -2.9135], [0.1464, -0.2986, -7.9623], [-0.2788, 2.1176, -7.5930], [-0.5494, 2.9615, -5.2666], [-0.3022, 1.4336, -3.3667], [-9.6575, 0.8595, -0.7334], [-9.0379, -0.3365, -0.9099], [-9.5759, -0.8430, -2.0341], [-9.5069, -1.1100, 0.0925], [-7.5498, -0.2273, -0.9231], [-6.9096, 0.1104, 0.2679], [-5.5404, 0.2280, 0.3001], [-4.7873, 0.0103, -0.8584], [-5.4391, -0.3294, -2.0461], [-6.8125, -0.4495, -2.0810], [-3.3823, 0.1022, -0.7806], [-2.1822, 0.1605, -0.6175], [-7.4962, 0.2462, 1.1639], [-5.0282, 0.4631, 1.2197], [-4.8559, -0.5147, -2.9352], [-7.3169, -0.7244, -2.9964], [0.4960, 1.8402, -1.1968], [0.4007, 3.3064, -0.7915], [-0.7702, 3.9276, 0.5018], [-1.4587, 3.0021, 1.2676], [-2.3227, 3.4119, 2.2676], [-2.5105, 4.7608, 2.5042], [-1.8167, 5.6968, 1.7509], [-0.9406, 5.2846, 0.7638], [-0.0608, 4.3508, -2.2261], [-1.3684, 4.7672, -2.4413], [-1.7153, 5.4010, -3.6202], [-0.7603, 5.6139, -4.6011], [0.5418, 5.1766, -4.4047], [0.8847, 4.5356, -3.2292], [1.8863, 4.1690, -0.1027], [2.5486, 3.4978, 0.9186], [3.5382, 4.1363, 1.6424], [3.8747, 5.4480, 1.3517], [3.2448, 6.1075, 0.3095], [2.2509, 5.4734, -0.4119], [-1.3137, 1.9485, 1.0816], [-2.8437, 2.6784, 2.8631], [-3.1955, 5.0885, 3.2767], [-1.9642, 6.7534, 1.9425], [-0.3878, 6.0158, 0.1881], [-2.1148, 4.5877, -1.6803], [-2.7369, 5.7191, -3.7828], [-1.0369, 6.0922, -5.5312], [1.2797, 5.3186, -5.1847], [1.8885, 4.1590, -3.0787], [2.2745, 2.4724, 1.1332], [4.0452, 3.6213, 2.4439], [4.6354, 5.9590, 1.9264], [3.5215, 7.1241, 0.0619], [1.7562, 5.9873, -1.2265], [-3.1563, -2.2257, 1.9593], [-3.7368, -2.7727, 0.8832], [-5.1260, -2.9418, 0.8778], [-5.7670, -3.4870, -0.2176], [-5.0367, -3.8875, -1.3280], [-3.6654, -3.7276, -1.3309], [-3.0020, -3.1768, -0.2427], [-1.5259, -2.9204, -0.3624], [-0.9399, -3.3858, -1.3623], [-0.9809, -2.2102, 0.5263], [-2.2001, -2.0829, 1.7206], [-5.6822, -2.6267, 1.7496], [-6.8455, -3.5959, -0.2134], [-5.5335, -4.3050, -2.1944], [-3.0688, -4.0120, -2.1864]]}



(4)
{"formula": "C44H28Cl3CoN4Si", "method": "ωB97M-V/def2-TZVPD", "lumo_ev": -1.204, "orbital_gap_ha": 0.21726, "total_energy_ev": -135121.7628, "molar_mass_g_mol": 806.1, "spin_multiplicity": 1, "species": ["Co", "C", "C", "C", "C", "C", "C", "C", "C", "C", "C", "C", "C", "C", "C", "C", "C", "C", "C", "C", "N", "C", "C", "C", "C", "C", "C", "C", "C", "C", "C", "C", "C", "N", "C", "C", "C", "C", "C", "N", "C", "C", "C", "C", "C", "C", "C", "C", "N", "H", "H", "H", "H", "H", "H", "H", "H", "H", "H", "H", "H", "H", "H", "H", "H", "H", "H", "H", "H", "H", "H", "H", "H", "H", "H", "H", "H", "Cl", "Si", "Cl", "Cl"], "xyz": [[-0.1823, -0.0710, 0.0299], [-2.6802, -5.0486, -5.2357], [-1.3448, -4.6664, -5.2166], [-0.8973, -3.7604, -4.2696], [-1.7787, -3.2230, -3.3302], [-3.1124, -3.6139, -3.3537], [-3.5605, -4.5237, -4.3045], [-1.2660, -2.2553, -2.3144], [-0.9676, -0.9602, -2.7252], [-1.0516, -0.4845, -4.0689], [-0.6737, 0.8147, -4.0513], [-0.4091, 1.1480, -2.6891], [-0.1403, 2.4391, -2.2431], [0.0343, 3.5350, -3.2403], [1.2834, 4.1270, -3.4020], [1.4575, 5.1567, -4.3162], [0.3834, 5.6063, -5.0706], [-0.8659, 5.0243, -4.9085], [-1.0403, 3.9928, -3.9976], [-0.0860, 2.7613, -0.9048], [-0.1780, 1.8637, 0.1381], [-0.2156, 2.6264, 1.2724], [-0.2537, 2.1438, 2.5743], [-0.3040, 3.1289, 3.6943], [0.8475, 3.4339, 4.4148], [0.8050, 4.3585, 5.4477], [-0.3894, 4.9878, 5.7707], [-1.5402, 4.6901, 5.0550], [-1.4965, 3.7657, 4.0204], [-0.1320, 0.8017, 2.8648], [0.0881, 0.2846, 4.1914], [0.4505, -1.0031, 4.0510], [0.3696, -1.3142, 2.6421], [-0.0320, -0.2073, 1.9432], [0.5304, -2.5997, 2.1391], [-0.1121, -2.9354, 0.9393], [-0.5371, -4.2398, 0.5183], [-1.1414, -4.0945, -0.6783], [-1.0355, -2.7111, -1.0324], [-0.4604, -2.0033, -0.0029], [1.4085, -3.5152, 2.9246], [2.5999, -2.9506, 3.4011], [3.5237, -3.6945, 4.1177], [3.2921, -5.0372, 4.3669], [2.1356, -5.6226, 3.8741], [1.2134, -4.8776, 3.1560], [-0.1463, 4.0235, 0.9438], [-0.0465, 4.1055, -0.3986], [-0.5623, 0.0517, -1.8831], [-3.0310, -5.7570, -5.9751], [-0.6510, -5.0788, -5.9377], [0.1443, -3.4670, -4.2412], [-3.8015, -3.2003, -2.6283], [-4.6019, -4.8182, -4.3154], [-1.3629, -1.0731, -4.9136], [-0.5969, 1.5005, -4.8775], [2.1164, 3.7713, -2.8087], [2.4337, 5.6075, -4.4388], [0.5189, 6.4106, -5.7821], [-1.7084, 5.3773, -5.4892], [-2.0155, 3.5412, -3.8625], [1.7782, 2.9443, 4.1537], [1.7071, 4.5905, 5.9990], [-0.4226, 5.7089, 6.5769], [-2.4744, 5.1775, 5.3021], [-2.3930, 3.5319, 3.4591], [-0.0156, 0.8541, 5.0996], [0.6866, -1.7186, 4.8202], [-0.4739, -5.1531, 1.0748], [-1.5982, -4.8558, -1.2878], [2.8257, -1.9198, 3.1588], [4.4345, -3.2210, 4.4608], [4.0086, -5.6248, 4.9256], [1.9413, -6.6730, 4.0488], [0.3297, -5.3861, 2.8098], [-0.1639, 4.8248, 1.6633], [0.0200, 4.9896, -1.0105], [2.8019, -1.9638, -0.4300], [2.0112, -0.0796, -0.1661], [2.7895, 1.0113, -1.7379], [2.9797, 0.6909, 1.4968]]}